Computed, not measured: a 6-piece molecular cluster, C17H41N9O6P overall, with ωB97M-V/def2-TZVPD.

Each line ends with the Löwdin charge.
Element x y z (Å)
P (-3.435, -2.556, -2.655)  0.82
O (-1.152, 3.771, -0.295)  0.02
O (-4.328, -1.226, -2.706)  -0.46
O (2.799, 1.590, 2.712)  0.00
O (2.517, -3.027, 0.215)  -0.02
O (5.476, 0.542, 0.212)  0.02
O (-6.722, 0.685, 0.325)  0.02
N (0.804, -2.226, 1.436)  0.00
N (1.812, -2.634, -2.675)  0.14
N (-2.736, 2.364, -1.055)  -0.01
N (-0.676, -2.958, -2.590)  0.07
N (3.783, 3.579, 2.333)  0.01
N (-1.720, -2.067, -2.800)  -0.28
N (-6.696, -0.557, 2.202)  0.00
N (7.143, -0.653, -0.714)  0.00
N (0.184, -0.610, -3.129)  0.12
C (0.549, -2.052, -2.820)  -0.19
C (-3.414, 4.256, 0.352)  -0.01
C (4.904, -0.783, -1.708)  -0.03
C (-6.576, -1.766, 2.982)  -0.08
C (7.748, -1.560, -1.661)  -0.08
C (2.859, 2.617, 2.037)  -0.53
C (0.180, -1.487, 2.509)  -0.07
C (5.842, -0.241, -0.663)  -0.54
C (-6.326, -1.668, 0.046)  -0.02
C (1.942, 2.875, 0.871)  -0.01
C (3.998, 4.837, 1.658)  -0.08
C (-4.076, 1.855, -1.226)  -0.09
C (3.096, -1.657, 2.102)  0.01
C (-2.342, 3.463, -0.346)  -0.53
C (-6.595, -0.422, 0.847)  -0.54
C (-1.328, -0.636, -3.117)  0.06
C (2.138, -2.357, 1.176)  -0.52
H (0.211, -2.720, 0.779)  0.12
H (-4.105, 0.834, -0.838)  0.06
H (-3.565, -3.156, -1.321)  0.03
H (3.313, 4.980, 0.822)  0.08
H (-6.268, -1.419, -1.018)  0.07
H (-6.382, -2.641, 2.361)  0.07
H (1.352, 3.776, 1.054)  0.08
H (5.246, -0.489, -2.704)  0.09
H (2.916, -0.579, 2.078)  0.06
H (2.618, -2.335, -3.292)  0.15
H (8.555, -1.031, -2.172)  0.09
H (-3.857, -3.555, -3.615)  0.04
H (-0.415, -2.185, 3.102)  0.08
H (1.921, -3.357, -1.915)  0.11
H (-2.006, 0.321, -3.305)  0.17
H (4.369, 3.348, 3.126)  0.14
H (4.124, -1.843, 1.781)  0.09
H (-6.878, 0.315, 2.685)  0.15
H (-7.510, -1.912, 3.531)  0.09
H (4.850, -1.872, -1.632)  0.08
H (2.976, -2.038, 3.119)  0.10
H (5.026, 4.855, 1.289)  0.09
H (7.724, -0.255, 0.014)  0.15
H (-4.818, 2.460, -0.703)  0.08
H (0.911, -0.997, 3.153)  0.09
H (7.032, -1.927, -2.398)  0.07
H (-4.304, 1.845, -2.294)  0.08
H (-0.476, -0.734, 2.067)  0.08
H (3.901, -0.375, -1.553)  0.08
H (-4.127, 4.643, -0.380)  0.09
H (-2.964, 5.102, 0.879)  0.09
H (2.527, 2.985, -0.045)  0.09
H (1.257, 2.032, 0.746)  0.07
H (-7.137, -2.386, 0.190)  0.09
H (-5.372, -2.107, 0.350)  0.07
H (8.161, -2.406, -1.107)  0.09
H (-5.755, -1.635, 3.690)  0.08
H (-1.971, 1.873, -1.502)  0.11
H (-0.663, -3.974, -2.342)  0.19
H (-3.926, 3.627, 1.084)  0.09
H (3.857, 5.642, 2.383)  0.08

Computed properties:
- Total charge: +1



Computed, not measured: a 3-piece molecular cluster, C17H42BN2O6 overall, with ωB97M-V/def2-TZVPD.

Each line ends with the Löwdin charge.
Element x y z (Å)
O (1.465, -2.846, 3.098)  -0.18
O (-3.672, -1.253, -2.726)  -0.11
O (1.823, 1.009, -1.576)  -0.19
O (-3.800, 0.023, -0.759)  -0.13
O (-1.335, 0.558, 2.669)  -0.20
O (4.999, -0.369, -4.608)  -0.18
N (4.516, -0.161, -1.519)  -0.05
N (-1.246, -1.916, 4.302)  -0.05
C (2.812, 1.339, -0.616)  -0.22
C (-4.149, 1.909, -2.225)  -0.17
C (-2.802, -0.176, -2.874)  -0.23
C (1.065, -0.147, -1.271)  -0.09
C (-3.189, 0.808, -1.740)  -0.38
C (-0.290, -2.879, 4.818)  -0.21
C (4.196, 1.223, -1.213)  -0.22
C (-2.154, 0.048, 1.615)  -0.09
C (-4.367, 2.964, 0.109)  -0.11
C (-5.097, 2.410, -1.131)  -0.25
C (-1.073, -0.559, 4.787)  -0.23
C (1.176, -2.669, 4.467)  -0.24
C (5.854, 0.234, -3.657)  -0.23
C (3.691, 0.166, -4.681)  -0.10
C (-1.883, 0.419, 3.963)  -0.23
C (1.162, -1.733, 2.279)  -0.10
C (5.750, -0.364, -2.259)  -0.21
B (-3.753, -1.420, -1.245)  -0.60
H (2.722, 0.688, 0.260)  0.12
H (-0.580, -3.870, 4.461)  0.12
H (-5.745, 3.187, -1.558)  0.09
H (3.324, -0.012, -5.691)  0.09
H (-1.400, -0.518, 5.833)  0.12
H (-3.288, 2.782, 0.048)  0.06
H (4.928, 1.601, -0.491)  0.12
H (-0.375, -2.893, 5.912)  0.11
H (-2.915, 0.275, -3.872)  0.11
H (-1.859, 1.398, 4.455)  0.12
H (5.920, -1.440, -2.345)  0.12
H (1.521, -1.676, 4.787)  0.11
H (-2.262, 1.271, -1.350)  0.12
H (3.742, -0.580, -2.018)  0.08
H (-4.514, 4.045, 0.217)  0.06
H (-5.741, 1.578, -0.841)  0.10
H (-1.227, -1.919, 3.289)  0.07
H (1.311, -0.793, 2.820)  0.09
H (-2.699, -1.969, -0.828)  0.06
H (-2.222, -1.044, 1.628)  0.08
H (3.692, 1.243, -4.488)  0.09
H (-4.757, -2.041, -0.909)  0.05
H (-4.737, 1.517, -3.065)  0.11
H (2.647, 2.372, -0.294)  0.12
H (1.662, -1.064, -1.344)  0.09
H (-1.745, -0.474, -2.739)  0.09
H (1.769, -3.414, 5.005)  0.12
H (3.000, -0.304, -3.976)  0.08
H (6.873, 0.064, -4.017)  0.12
H (6.575, 0.042, -1.661)  0.11
H (1.837, -1.763, 1.423)  0.08
H (-3.165, 0.457, 1.654)  0.08
H (-0.029, -0.208, 4.759)  0.10
H (4.232, 1.886, -2.090)  0.11
H (0.245, -0.199, -1.981)  0.07
H (0.135, -1.754, 1.903)  0.07
H (0.644, -0.088, -0.262)  0.08
H (-2.926, 0.090, 3.904)  0.12
H (-4.708, 2.485, 1.031)  0.06
H (-3.562, 2.759, -2.610)  0.11
H (5.686, 1.318, -3.645)  0.11
H (-1.706, 0.351, 0.674)  0.07

Computed properties:
- Total charge: -1
- Energy above the lowest of the compared OMol25 structures with the same formula, charge and spin: 0.0 kcal/mol



Computed, not measured: a 3-piece molecular cluster, C17H42BN3O4 overall, with ωB97M-V/def2-TZVPD.

Each line ends with the Löwdin charge.
Element x y z (Å)
O (-3.174, -0.519, -0.620)  -0.02
O (-4.559, -2.294, -1.015)  0.09
O (-3.139, 1.522, -1.716)  -0.13
O (-0.036, -3.255, -0.921)  0.05
N (-0.950, -2.132, 4.810)  -0.19
N (-2.447, -2.958, -0.316)  0.20
N (2.833, 2.228, -2.740)  -0.19
C (-1.704, 1.599, -1.545)  -0.25
C (-3.032, -1.624, 3.512)  -0.09
C (-1.712, -3.378, -2.962)  -0.01
C (-0.080, -1.383, 3.909)  -0.25
C (-0.236, -1.239, 7.102)  -0.09
C (1.776, 0.086, -3.505)  -0.09
C (-3.416, -1.911, -0.676)  -0.41
C (2.747, 3.688, -2.742)  -0.25
C (4.189, 1.689, -2.757)  -0.25
C (-3.556, 0.142, -1.851)  -0.18
C (-0.383, -2.410, 6.129)  -0.25
C (4.950, 1.733, -4.083)  -0.09
C (1.883, 1.600, -3.653)  -0.27
C (-1.236, 1.868, -0.033)  -0.08
C (-2.341, -1.692, 4.868)  -0.27
C (0.074, 0.118, 4.160)  -0.09
C (3.116, 4.421, -4.033)  -0.09
B (-1.422, -3.178, -1.376)  -0.48
H (-4.076, -1.331, 3.647)  0.08
H (0.504, -2.574, -1.366)  0.08
H (-4.691, 0.125, -2.001)  0.16
H (4.152, 0.649, -2.419)  0.10
H (-2.572, -0.882, 2.854)  0.06
H (0.885, 2.009, -3.454)  0.10
H (2.713, -0.419, -3.751)  0.07
H (2.114, 1.830, -4.699)  0.10
H (-0.441, -1.522, 2.885)  0.09
H (-3.065, -0.323, -2.776)  0.14
H (-0.054, -1.621, 8.111)  0.07
H (-2.907, -2.405, 5.479)  0.12
H (-0.686, -3.324, -3.482)  0.07
H (0.915, -1.842, 3.903)  0.12
H (4.325, 1.459, -4.936)  0.07
H (-1.349, 2.497, -2.171)  0.12
H (-1.355, 0.861, 0.514)  0.06
H (4.788, 2.194, -1.991)  0.12
H (4.195, 4.466, -4.179)  0.06
H (-2.438, -0.716, 5.357)  0.10
H (3.360, 4.085, -1.927)  0.11
H (-1.939, -2.675, 0.548)  0.12
H (-2.148, -4.426, -3.094)  0.09
H (-3.019, -2.594, 3.008)  0.08
H (1.719, 3.964, -2.480)  0.11
H (1.015, -0.297, -4.190)  0.07
H (-1.194, 0.679, -1.983)  0.11
H (0.616, -0.607, 6.849)  0.05
H (-2.344, -2.558, -3.434)  0.06
H (5.785, 1.025, -4.051)  0.07
H (2.763, 5.455, -3.981)  0.07
H (1.484, -0.194, -2.488)  0.07
H (5.379, 2.717, -4.269)  0.05
H (2.661, 3.969, -4.917)  0.07
H (-1.008, -3.171, 6.610)  0.11
H (0.595, -2.887, 6.006)  0.11
H (-0.132, 2.163, 0.050)  0.08
H (-0.873, 0.603, 4.408)  0.07
H (-1.936, 2.592, 0.503)  0.09
H (0.461, 0.603, 3.257)  0.07
H (-1.133, -0.618, 7.149)  0.07
H (0.788, 0.322, 4.957)  0.05

Computed properties:
- SMILES: CCOCOC(=O)NB(C)O.CCN(CC)CC.CCN(CC)CC



Computed, not measured: C17H42ClO6 as an isolated structure, with ωB97M-V/def2-TZVPD.

Each line ends with the Löwdin charge.
Element x y z (Å)
Cl (0.913, 1.064, 1.173)  0.12
O (-0.348, -3.501, 1.997)  -0.12
O (-6.249, 1.890, -1.329)  -0.16
O (1.724, -0.797, 0.846)  -0.54
O (1.299, 3.758, -5.894)  -0.14
O (-2.966, 0.632, -1.335)  -0.12
O (2.686, 1.364, -3.737)  -0.15
C (1.318, -2.195, 1.229)  -0.13
C (3.112, -2.362, 5.062)  -0.24
C (1.831, 2.528, -5.435)  -0.30
C (2.682, -0.718, -0.209)  -0.22
C (0.448, 3.602, -7.091)  -0.08
C (1.967, 2.425, -4.069)  -0.38
C (-1.628, -3.567, 2.369)  -0.19
C (2.001, -1.271, 4.616)  -0.27
C (0.151, -2.175, 1.958)  -0.41
C (-4.023, 1.577, -1.386)  -0.28
C (0.909, -1.880, 4.092)  -0.35
C (-0.066, -0.790, 3.515)  -0.15
C (4.497, -1.567, 5.304)  -0.15
C (-5.203, 0.984, -1.401)  -0.33
C (2.903, 1.220, -2.178)  -0.05
C (-7.575, 1.309, -1.422)  -0.10
C (-1.692, 1.168, -1.339)  -0.12
H (3.227, 2.159, -1.514)  0.13
H (2.598, 2.377, -6.063)  0.10
H (-1.148, 0.499, -1.361)  -0.06
H (3.361, -2.989, 4.257)  0.05
H (2.126, -2.520, 2.044)  0.16
H (-2.403, -3.168, 1.651)  0.09
H (2.930, 0.327, -0.420)  -0.02
H (-1.182, 1.803, -0.615)  0.06
H (-7.847, 0.518, -0.607)  0.10
H (0.891, 2.933, -7.850)  0.08
H (2.832, -2.950, 6.057)  0.13
H (1.215, 1.689, -5.742)  0.13
H (2.546, -0.597, 3.859)  0.13
H (0.993, -2.697, 3.507)  0.07
H (1.378, -2.910, 0.483)  0.11
H (3.743, -1.223, -0.378)  0.12
H (1.947, 0.990, -1.565)  0.07
H (0.405, -0.202, 2.461)  0.01
H (0.867, 2.402, -3.488)  0.19
H (1.786, -0.417, 5.391)  0.16
H (-5.375, 0.255, -0.519)  0.17
H (2.247, -0.943, -1.174)  0.06
H (0.344, -2.433, 4.916)  0.16
H (-2.212, -4.609, 2.685)  0.13
H (-3.931, 2.317, -0.605)  0.15
H (4.420, -1.037, 6.320)  0.07
H (-0.557, -1.590, 1.297)  0.18
H (-0.585, 3.234, -7.080)  0.08
H (-7.695, 0.715, -2.275)  0.04
H (-3.868, 2.147, -2.354)  0.16
H (-0.324, -0.086, 4.233)  0.06
H (0.161, -1.862, 2.859)  -0.19
H (-1.564, 1.663, -2.325)  0.10
H (3.816, 0.584, -2.335)  0.10
H (-5.156, 0.390, -2.253)  0.12
H (5.172, -2.485, 5.093)  0.07
H (-0.892, -1.510, 3.280)  0.07
H (4.536, -0.746, 4.340)  0.12
H (-8.353, 2.200, -1.294)  0.12
H (-1.797, -2.878, 3.257)  0.09
H (0.345, 4.501, -7.613)  0.05
H (2.311, 3.455, -3.893)  0.14

Computed properties:
- Total charge: -1
- Energy above the lowest of the compared OMol25 structures with the same formula, charge and spin: 0.0 kcal/mol



| no. | LUMO (eV) | HOMO energy (eV) | E (Ha) |
| --- | --- | --- | --- |
| 1 | -4.68 | -10.7 | -1957.6364 |
| 2 | 2.61 | -4.2 | -1258.7093 |
| 3 | 0.40 | -8.2 | -1162.9914 |
| 4 | 2.64 | -3.0 | -1583.7468 |